No. 1
Here is a cluster of 12 separate species, C41H110N6O12 in total in a non-equilibrium geometry from OMol25. Energies are from ωB97M-V with the def2-TZVPD basis set.

Last column: Mulliken charge in e.
Element x y z (Å)
C: 0.341 4.541 -4.026  -2.075
C: 0.692 3.381 -3.044  1.855
C: -0.379 2.339 -3.303  -1.375
C: 2.058 2.824 -3.247  -0.892
C: 3.213 3.758 -2.757  -1.283
C: 2.961 4.022 -1.284  -1.054
C: 1.617 4.639 -1.023  2.036
C: 1.333 4.510 0.486  -1.842
C: 1.495 6.122 -1.563  -1.720
N: 0.533 3.717 -1.635  1.384
O: -0.693 4.383 -1.432  -0.664
H: -0.680 4.823 -3.719  0.477
H: 0.967 5.462 -3.938  0.346
H: 0.384 4.251 -5.053  0.394
H: -0.169 1.900 -4.251  0.684
H: -0.283 1.594 -2.530  -0.627
H: -1.342 2.826 -3.243  0.550
H: 2.131 1.995 -2.534  -0.322
H: 2.252 2.395 -4.235  0.649
H: 4.184 3.356 -2.979  0.507
H: 3.225 4.675 -3.354  0.410
H: 3.721 4.683 -0.825  0.506
H: 3.076 3.070 -0.731  -0.048
H: 0.295 4.736 0.740  0.438
H: 1.979 5.218 1.041  0.833
H: 1.559 3.522 0.883  -0.490
H: 0.553 6.208 -2.047  0.486
H: 2.261 6.353 -2.310  0.275
H: 1.541 6.854 -0.702  0.363
H: -1.116 4.028 -0.605  -0.088
C: 2.040 0.685 0.687  -0.912
O: 1.419 -0.501 1.101  -0.037
C: 1.080 -1.274 0.002  0.241
C: 0.428 -2.543 0.511  1.310
C: 0.375 -3.611 -0.565  -1.116
N: -0.928 -2.194 1.005  -0.125
H: 3.130 0.597 0.697  0.374
H: 1.839 1.572 1.212  -0.103
H: 1.745 0.865 -0.369  0.491
H: 0.323 -0.840 -0.676  -0.204
H: 1.966 -1.513 -0.633  0.505
H: 0.949 -2.849 1.434  -0.895
H: 1.350 -3.994 -0.705  0.376
H: 0.068 -3.148 -1.521  -0.332
H: -0.268 -4.438 -0.271  0.388
H: -1.518 -1.813 0.258  0.167
H: -0.829 -1.456 1.654  -0.380
C: -1.848 1.909 -6.695  -0.857
O: -1.416 0.613 -6.182  -0.347
C: -2.524 -0.279 -5.914  -0.660
C: -1.969 -1.506 -5.229  0.525
C: -3.050 -2.532 -4.830  -1.512
N: -1.303 -1.080 -4.013  0.629
H: -0.986 2.454 -6.859  0.271
H: -2.276 2.443 -5.848  0.318
H: -2.449 1.820 -7.564  0.365
H: -3.105 0.248 -5.134  0.072
H: -3.151 -0.535 -6.795  0.417
H: -1.342 -2.036 -5.941  0.245
H: -3.922 -2.068 -4.326  0.230
H: -2.489 -3.303 -4.299  0.364
H: -3.441 -2.978 -5.761  0.500
H: -0.600 -1.751 -3.747  -0.395
H: -0.801 -0.194 -4.221  -0.367
C: -1.090 1.831 0.431  0.478
O: -2.244 2.609 0.474  -0.097
C: -2.616 2.994 1.845  1.117
C: -3.598 4.103 1.717  0.085
C: -3.001 5.377 1.153  -0.912
N: -4.269 4.191 3.079  -0.612
H: -1.324 0.914 1.009  0.787
H: -0.191 2.309 0.817  -0.315
H: -1.021 1.478 -0.589  -0.651
H: -3.135 2.154 2.326  0.315
H: -1.709 3.274 2.342  -1.144
H: -4.349 3.706 0.986  0.453
H: -2.730 5.202 0.126  0.166
H: -2.215 5.775 1.763  0.076
H: -3.782 6.182 1.098  0.392
H: -3.669 4.773 3.626  0.217
H: -5.241 4.572 3.033  0.287
C: 3.833 5.444 5.782  -0.671
O: 2.525 5.912 5.508  -0.399
C: 1.782 5.054 4.721  0.145
C: 0.378 5.539 4.591  -0.076
C: -0.230 5.751 5.988  -1.472
N: -0.275 4.530 3.769  0.130
H: 4.468 5.631 4.899  0.263
H: 3.813 4.384 5.978  0.275
H: 4.207 6.017 6.654  0.240
H: 2.184 5.035 3.713  0.203
H: 1.857 4.048 5.112  0.058
H: 0.371 6.465 4.017  0.440
H: -0.316 4.773 6.517  0.208
H: -1.295 6.089 5.802  0.346
H: 0.300 6.509 6.498  0.458
H: -0.151 3.640 4.243  -0.108
H: -1.280 4.644 3.622  -0.322
C: 2.251 -0.726 -3.680  -0.579
O: 2.195 -2.077 -3.362  0.079
C: 2.902 -2.891 -4.243  -0.780
C: 2.581 -4.342 -4.207  0.050
C: 1.035 -4.694 -4.369  -0.839
N: 3.054 -5.072 -3.034  -0.667
H: 1.887 -0.171 -2.813  -0.154
H: 1.584 -0.302 -4.488  0.233
H: 3.326 -0.469 -3.880  0.494
H: 2.680 -2.567 -5.257  0.442
H: 3.969 -2.706 -4.089  0.317
H: 3.180 -4.755 -4.999  0.478
H: 0.466 -3.978 -3.742  -0.160
H: 0.851 -5.711 -4.164  0.354
H: 0.779 -4.407 -5.430  0.387
H: 2.589 -4.742 -2.224  0.178
H: 4.074 -4.944 -2.880  0.284
C: -2.399 -3.400 4.398  -0.421
C: -3.070 -4.114 3.182  -0.389
O: -2.034 -4.518 2.302  -0.603
H: -1.577 -2.807 3.983  -0.224
H: -2.033 -4.036 5.207  0.269
H: -3.179 -2.669 4.689  0.369
H: -3.787 -3.515 2.667  0.376
H: -3.538 -5.060 3.563  0.276
H: -1.636 -3.655 1.889  0.231
C: -0.639 0.096 4.358  -0.637
C: 0.345 1.081 3.900  2.053
O: 0.895 1.908 4.952  -0.615
H: -0.234 -0.566 5.170  0.286
H: -0.939 -0.567 3.554  -0.431
H: -1.512 0.584 4.764  0.429
H: -0.173 1.737 3.189  -1.420
H: 1.106 0.569 3.342  0.042
H: 1.778 1.560 5.204  0.339
C: 2.542 -2.071 4.409  -0.041
C: 2.264 -3.166 5.425  -0.326
O: 0.833 -3.314 5.640  -0.541
H: 3.621 -2.103 4.137  0.447
H: 2.414 -1.073 4.764  0.046
H: 1.946 -2.238 3.558  -0.359
H: 2.700 -2.862 6.351  0.449
H: 2.714 -4.066 5.038  0.059
H: 0.507 -4.049 5.117  0.305
C: -4.243 0.718 -2.116  0.033
C: -3.707 -0.519 -1.290  -0.730
O: -2.317 -0.625 -1.269  0.074
H: -3.672 0.700 -3.061  -0.529
H: -3.938 1.667 -1.573  -0.182
H: -5.299 0.791 -2.329  0.498
H: -4.251 -1.411 -1.646  0.381
H: -4.003 -0.454 -0.265  0.519
H: -1.965 -0.766 -2.199  0.039
C: 0.422 -8.383 -1.984  -0.713
C: -1.140 -8.404 -1.979  -0.348
O: -1.683 -7.289 -2.640  -0.482
H: 0.906 -9.202 -1.422  0.376
H: 0.844 -7.494 -1.474  0.112
H: 0.711 -8.364 -3.080  0.201
H: -1.482 -8.456 -0.974  0.295
H: -1.498 -9.267 -2.553  0.277
H: -1.573 -6.564 -1.983  0.286
C: 1.867 -7.056 3.349  -1.496
C: 1.036 -6.172 2.404  -0.119
O: 0.590 -5.047 3.138  -0.186
H: 2.357 -7.827 2.835  0.474
H: 1.295 -7.627 4.035  0.363
H: 2.637 -6.531 3.923  0.270
H: 0.251 -6.670 1.878  0.461
H: 1.671 -5.836 1.625  0.172
H: -0.332 -4.910 2.861  0.248

Output
spin multiplicity	1
total charge	0
SMILES	CC1(C)CCCC(C)(C)N1O.COC[C@H](C)N.COC[C@H](C)N.COC[C@H](C)N.COC[C@H](C)N.COC[C@H](C)N.CCO.CCO.CCO.CCO.CCO.CCO
relative energy (zero: lowest compared OMol25 entry of this formula, charge and spin)	10.8	kcal per mole
HOMO level	-0.312	Ha

No. 2
Here is a cluster of 13 separate species, C41H114N6O13 in total in a non-equilibrium geometry from OMol25. Energies are from ωB97M-V with the def2-TZVPD basis set.

Last column: Mulliken charge in e.
Element x y z (Å)
C: 0.196 4.762 5.993  -1.653
C: 0.032 3.465 5.353  0.530
C: -1.140 2.678 5.846  -1.007
O: -0.175 3.745 3.956  -0.318
H: 0.668 4.720 6.973  0.465
H: -0.798 5.222 6.152  0.353
H: 0.719 5.509 5.351  0.282
H: 0.951 2.889 5.519  0.514
H: -0.974 2.566 6.949  0.367
H: -1.194 1.704 5.372  0.207
H: -2.035 3.325 5.632  0.200
H: -0.203 2.872 3.604  0.014
C: 4.364 -6.111 -0.342  -1.266
C: 4.650 -4.635 -0.532  1.084
C: 6.000 -4.331 -1.224  -1.579
O: 3.694 -4.066 -1.385  -0.159
H: 4.098 -6.639 -1.262  0.249
H: 3.550 -6.188 0.362  0.140
H: 5.204 -6.646 0.128  0.451
H: 4.650 -4.090 0.439  0.113
H: 6.085 -3.221 -1.271  0.260
H: 6.061 -4.656 -2.229  0.317
H: 6.779 -4.791 -0.695  0.494
H: 2.791 -4.343 -1.106  -0.132
C: 6.101 -0.430 0.569  -1.048
C: 5.340 0.303 1.672  0.483
C: 5.091 1.739 1.336  -1.208
O: 4.142 -0.457 1.891  -0.528
H: 7.146 -0.061 0.416  0.447
H: 5.538 -0.324 -0.376  0.158
H: 6.150 -1.514 0.745  0.217
H: 5.847 0.241 2.626  0.326
H: 4.593 2.281 2.067  0.387
H: 4.405 1.813 0.468  0.041
H: 6.013 2.283 1.059  0.426
H: 3.507 -0.406 1.163  0.356
C: 1.301 5.238 -0.028  -1.509
C: 1.132 3.792 0.475  0.114
O: -0.014 3.146 -0.030  2.299
H: 1.367 5.354 -1.132  0.217
H: 2.129 5.637 0.468  0.575
H: 0.444 5.886 0.269  0.151
H: 0.962 3.765 1.553  0.012
H: 2.005 3.162 0.293  0.078
H: 0.025 3.098 -1.004  -0.826
C: -1.789 -1.783 -4.038  -1.362
C: -0.725 -0.902 -3.501  1.683
O: 0.560 -0.833 -4.163  -0.432
H: -1.474 -2.804 -3.969  0.279
H: -2.170 -1.594 -5.074  0.321
H: -2.674 -1.624 -3.369  0.222
H: -0.570 -1.127 -2.448  -0.305
H: -1.094 0.114 -3.568  -0.474
H: 1.002 -1.734 -4.101  0.200
C: -3.856 0.256 5.064  -1.161
C: -4.346 1.258 3.994  0.397
O: -4.654 0.512 2.807  -0.557
H: -3.000 -0.359 4.821  0.191
H: -4.622 -0.417 5.510  0.336
H: -3.517 0.925 5.833  0.352
H: -3.574 2.110 3.768  -0.392
H: -5.254 1.734 4.283  0.604
H: -3.795 0.463 2.326  -0.037
C: -1.093 -4.962 -1.741  -1.155
C: 0.428 -4.930 -1.732  0.768
O: 1.000 -4.772 -0.450  0.029
H: -1.604 -4.096 -1.209  0.024
H: -1.501 -5.903 -1.413  0.387
H: -1.536 -4.781 -2.757  0.414
H: 0.826 -4.070 -2.285  -0.710
H: 0.826 -5.845 -2.197  0.355
H: 0.708 -5.478 0.212  -0.037
C: -2.179 6.296 1.685  -0.745
C: -3.250 6.301 2.775  -0.078
C: -4.178 5.143 2.610  0.060
O: -4.736 5.044 1.297  -0.478
C: -5.880 4.194 1.350  -0.706
N: -2.634 6.063 4.085  -0.631
H: -2.584 6.305 0.640  0.342
H: -1.576 5.429 1.746  -0.223
H: -1.513 7.128 1.787  0.505
H: -3.698 7.239 2.695  0.538
H: -4.945 5.219 3.382  0.422
H: -3.630 4.215 2.847  -0.423
H: -6.618 4.580 2.047  0.417
H: -5.512 3.181 1.591  0.150
H: -6.346 4.162 0.403  0.255
H: -2.018 5.232 3.969  -0.055
H: -2.020 6.842 4.399  0.327
C: -4.803 2.355 -1.840  -1.784
C: -3.754 2.174 -0.693  1.414
C: -2.758 1.112 -1.101  0.574
O: -3.205 -0.189 -1.185  -0.431
C: -3.457 -0.836 0.090  -0.625
N: -3.039 3.401 -0.523  0.646
H: -4.242 2.256 -2.765  0.246
H: -5.443 3.218 -1.667  0.376
H: -5.416 1.508 -1.829  0.516
H: -4.287 1.845 0.254  -0.131
H: -1.935 1.141 -0.378  -0.109
H: -2.342 1.323 -2.056  -0.638
H: -2.654 -0.656 0.786  0.088
H: -3.599 -1.906 -0.164  0.277
H: -4.394 -0.407 0.526  0.388
H: -2.373 3.350 0.270  -0.859
H: -3.671 4.121 -0.193  0.386
C: -2.594 4.733 -4.650  -1.990
C: -1.747 4.245 -3.554  1.835
C: -0.556 3.460 -4.017  -1.058
O: 0.078 2.938 -2.822  -0.272
C: 1.345 2.507 -3.160  -1.100
N: -1.305 5.372 -2.731  -0.613
H: -2.854 3.965 -5.375  0.351
H: -2.101 5.478 -5.184  0.524
H: -3.420 5.366 -4.228  0.384
H: -2.319 3.619 -2.933  -0.928
H: 0.202 4.094 -4.621  0.403
H: -0.792 2.560 -4.632  0.351
H: 1.276 1.857 -3.994  0.545
H: 1.909 2.066 -2.347  0.006
H: 1.966 3.364 -3.396  0.359
H: -0.628 5.959 -3.237  0.303
H: -0.901 5.046 -1.877  0.038
C: 3.582 -1.543 -5.379  -1.207
C: 3.005 -3.035 -5.375  0.175
C: 4.095 -3.989 -5.750  -0.826
O: 3.657 -5.330 -5.671  -0.275
C: 4.494 -6.184 -6.427  -0.807
N: 2.498 -3.223 -4.013  -0.088
H: 4.350 -1.554 -4.624  0.419
H: 2.879 -0.743 -5.227  0.145
H: 4.107 -1.256 -6.326  0.404
H: 2.130 -3.073 -6.061  0.360
H: 5.000 -3.859 -5.135  0.214
H: 4.438 -3.676 -6.753  0.497
H: 5.318 -6.497 -5.816  0.302
H: 4.839 -5.790 -7.395  0.329
H: 3.907 -7.047 -6.657  0.266
H: 2.377 -4.180 -3.789  0.275
H: 3.280 -2.879 -3.436  -0.204
C: 0.339 -0.811 2.924  -1.302
C: 0.423 0.354 1.983  0.199
C: 0.445 -0.092 0.493  0.033
O: 1.787 -0.598 0.273  0.022
C: 1.911 -1.051 -1.037  -0.333
N: -0.755 1.318 2.339  0.583
H: 0.601 -0.481 3.957  0.395
H: 1.039 -1.594 2.583  0.253
H: -0.701 -1.206 2.842  0.272
H: 1.280 0.986 2.139  0.238
H: 0.180 0.706 -0.176  -0.207
H: -0.254 -0.919 0.319  0.202
H: 1.125 -1.763 -1.235  -0.290
H: 2.770 -1.701 -1.054  0.120
H: 2.010 -0.357 -1.814  0.530
H: -1.608 0.745 2.405  -0.495
H: -0.891 1.901 1.553  -0.381
C: 0.662 -5.482 3.666  -1.355
C: -0.322 -5.960 2.603  0.169
C: -1.212 -4.724 2.173  -0.159
O: -1.802 -4.299 3.378  -0.322
C: -3.122 -4.709 3.683  -0.766
N: 0.247 -6.580 1.413  -0.623
H: 1.564 -5.202 3.094  0.362
H: 0.883 -6.193 4.419  0.305
H: 0.275 -4.647 4.146  0.357
H: -1.005 -6.651 2.943  0.390
H: -1.991 -5.134 1.525  0.465
H: -0.725 -3.844 1.662  -0.230
H: -3.255 -5.787 3.569  0.328
H: -3.902 -4.179 3.098  0.230
H: -3.248 -4.568 4.742  0.296
H: 1.153 -7.045 1.524  0.256
H: -0.426 -7.236 0.935  0.295

Output
spin multiplicity	1
total charge	0
relative energy (zero: lowest compared OMol25 entry of this formula, charge and spin)	44.3	kcal per mole
HOMO level	-0.320	Ha

The records above yield Kohn-Sham gap values of 9.044 9.204 eV, respectively.
The records above yield molecular weight values of 879.361 899.392 g mol⁻¹, respectively.